## i
DFT (the ωB97M-V functional and the def2-TZVPD basis) results for 3 unconnected molecules or ions with the total composition C6H14N2.

Each line ends with the Mulliken charge.
Geometry (Å):
1 C -0.24233 -0.83790 0.37815  -1.09
2 C 2.79416 -0.49539 -0.07207  -0.97
3 C -0.21167 -1.62462 -0.92307  -1.06
4 C 1.92763 0.32991 0.77959  0.79
5 N 1.80252 1.26219 1.48113  -0.73
6 H -1.49578 1.68259 1.82041  0.24
7 H -1.20373 -0.96301 0.87925  0.47
8 H 0.36602 -1.31664 1.14714  0.64
9 H 2.61740 -1.55538 0.11356  0.27
10 H 3.83681 -0.25559 0.14100  0.34
11 H 2.59811 -0.28787 -1.12348  0.27
12 H 0.63950 -2.30320 -0.97401  0.33
13 H -1.10800 -2.23540 -1.06630  0.32
14 H -0.15327 -0.97268 -1.79778  0.26
15 C -2.33520 0.89087 -0.53910  -1.22
16 C -0.94571 1.08907 -0.00907  -0.14
17 N -0.80996 1.86912 1.09619  -0.52
18 H 0.18353 1.86517 1.46463  0.40
19 H -0.19744 1.31242 -0.76488  0.37
20 H -2.35720 0.10002 -1.28537  0.29
21 H -3.02435 0.63288 0.26614  0.37
22 H -2.68105 1.81344 -1.01203  0.37

Properties
Kohn-Sham gap   0.312 hartree
HOMO level   -7.6 eV
Spin multiplicity   1

## ii
DFT (the ωB97M-V functional and the def2-TZVPD basis) results for C6H14N2 in the gas phase.

Each line ends with the Mulliken charge.
Geometry (Å):
1 C -0.03222 -1.90640 -0.11011  -1.96
2 C -0.30175 -0.42447 0.05990  0.43
3 C -1.55798 0.08553 -0.01990  0.63
4 N -2.63535 -0.61671 -0.47168  -0.61
5 N -1.84424 1.36437 0.35349  -0.44
6 C 0.94451 0.44853 0.35384  0.70
7 C 1.03674 1.68523 -0.56253  -1.37
8 C 2.29261 -0.28971 0.23186  -1.71
9 H 0.52653 -2.28659 0.75208  0.29
10 H 0.53815 -2.09738 -1.02315  0.29
11 H -0.93075 -2.52606 -0.14622  0.42
12 H -3.46266 -0.50351 0.09933  0.18
13 H -2.46977 -1.58005 -0.72648  0.21
14 H -1.28799 1.70071 1.13150  0.22
15 H -2.83496 1.53611 0.46238  0.25
16 H 0.87302 0.78955 1.39532  0.19
17 H 0.30745 2.45418 -0.29475  0.36
18 H 2.01917 2.16502 -0.48595  0.43
19 H 0.87809 1.41450 -1.61228  0.33
20 H 2.44416 -0.68251 -0.78001  0.34
21 H 3.12761 0.38627 0.44938  0.43
22 H 2.36964 -1.11668 0.94406  0.39

Properties
Kohn-Sham gap   0.292 hartree
HOMO level   -7.0 eV
SMILES   CC(=C(N)N)C(C)C
Spin multiplicity   1

How do the energies compare? Relative to the most stable structure, in hartree: i 0.1006; ii 0.0000.

## i
DFT (the ωB97M-V functional and the def2-TZVPD basis) results for a molecular structure, C6H14N2.

Each line ends with the Mulliken charge.
Geometry (Å):
1 C 0.26175 0.10458 0.14569  1.61
2 C -1.64542 -0.39266 0.40925  -0.93
3 C 1.08003 -1.03547 0.72703  -1.60
4 C 0.43052 1.42240 0.88732  -1.74
5 C 0.17025 0.15610 -1.27071  0.08
6 N 1.80920 0.77944 -1.75524  -0.75
7 N -1.92284 -0.59798 1.78419  -0.36
8 C -0.52278 -0.18504 -2.33731  -0.89
9 H 2.42793 0.03710 -2.08384  0.21
10 H 2.34706 1.29210 -1.05678  0.25
11 H -1.50631 -1.42962 2.18389  0.18
12 H -2.58351 0.04291 2.20585  0.20
13 H -2.22119 0.43472 -0.00196  0.45
14 H -1.81657 -1.30896 -0.15147  0.32
15 H 1.48798 1.68374 0.97922  0.42
16 H 0.93786 -1.96278 0.16899  0.36
17 H 2.14466 -0.78772 0.73035  0.39
18 H 0.78762 -1.21784 1.76753  0.41
19 H 0.03255 1.34065 1.90524  0.43
20 H -0.07802 2.24183 0.37583  0.36
21 H -1.52268 -0.60052 -2.29236  0.27
22 H -0.09808 -0.01698 -3.32068  0.34

Properties
Kohn-Sham gap   0.311 hartree
HOMO level   -7.6 eV
Spin multiplicity   1

## ii
DFT (the ωB97M-V functional and the def2-TZVPD basis) results for a molecular structure, C6H14N2.

Each line ends with the Mulliken charge.
Geometry (Å):
1 C -0.25827 1.20286 -1.28453  -0.93
2 N -1.28100 1.30977 -0.22894  -0.33
3 C -2.10740 0.10789 -0.05348  -0.21
4 N -3.35710 0.48698 0.57439  -0.63
5 C 1.04921 0.48072 -0.89801  -0.63
6 C 0.82519 -0.99256 -0.59267  -0.15
7 C 1.41843 -1.49427 0.55292  -0.32
8 C 2.66197 -0.99255 1.19662  -0.97
9 H 0.01341 2.21322 -1.57358  0.36
10 H -0.68460 0.69952 -2.15430  0.36
11 H -0.73361 1.46694 0.62139  0.21
12 H -1.69687 -0.65494 0.61686  0.18
13 H -2.18292 -0.33139 -1.04906  0.29
14 H -3.54634 1.46722 0.44794  0.25
15 H -3.38285 0.23741 1.55131  0.24
16 H 1.86648 0.70898 -1.59946  0.41
17 H 1.38024 0.97736 0.01847  0.30
18 H 0.93645 -1.70550 -1.39869  0.33
19 H 1.63536 -0.48365 1.50299  0.25
20 H 1.04614 -2.37607 1.09055  0.39
21 H 2.91343 -1.45548 2.14092  0.33
22 H 3.48466 -0.87248 0.51834  0.28

Properties
Kohn-Sham gap   0.301 hartree
HOMO level   -7.6 eV
Spin multiplicity   1

How do the energies compare? Relative to the most stable structure, in hartree: i 0.0000; ii 0.0540.

## i
DFT (the ωB97M-V functional and the def2-TZVPD basis) results for C6H14N2 in the gas phase.

Each line ends with the Mulliken charge.
Geometry (Å):
1 C 0.88849 -0.35591 2.08224  -1.09
2 C 1.23649 -0.27035 0.80013  0.54
3 N 2.73242 -0.20272 0.41057  -0.57
4 C 0.42402 -0.18641 -0.44308  0.53
5 C 0.56411 1.15380 -1.16699  -1.51
6 C -1.21586 -0.55200 -0.15287  -0.18
7 C -2.00698 0.61824 0.41949  -1.41
8 N -1.86147 -0.99364 -1.37943  -0.70
9 H 1.63811 -0.40978 2.86542  0.24
10 H -0.14072 -0.42213 2.41439  0.24
11 H 2.97314 -0.91061 -0.28174  0.22
12 H 3.33387 -0.29167 1.22803  0.24
13 H 0.75613 -0.98907 -1.11323  0.26
14 H 0.35671 1.99413 -0.49760  0.30
15 H -0.11518 1.21480 -2.02283  0.39
16 H 1.58202 1.27361 -1.55089  0.42
17 H -1.23770 -1.39390 0.54484  0.50
18 H -3.02850 0.30931 0.67365  0.38
19 H -1.55077 1.01668 1.32806  0.34
20 H -2.08537 1.44292 -0.29741  0.31
21 H -1.86911 -0.25503 -2.07880  0.27
22 H -1.37385 -1.79027 -1.78196  0.28

Properties
Kohn-Sham gap   0.357 hartree
HOMO level   -8.7 eV
SMILES   C=C(N)[C@H](C)[C@@H](C)N
Spin multiplicity   1

## ii
DFT (the ωB97M-V functional and the def2-TZVPD basis) results for C6H14N2 in the gas phase.

Each line ends with the Mulliken charge.
Geometry (Å):
1 C -0.88955 2.26166 -0.01337  -0.96
2 N -0.33117 0.95667 0.37245  -0.12
3 C -1.03680 -0.29388 -0.09792  -0.31
4 C -2.13934 -0.71753 0.68728  -0.94
5 H -0.22651 0.90775 1.38487  0.35
6 H -1.30828 -0.11262 -1.14178  0.24
7 H -1.90823 2.40221 0.35031  0.31
8 H -0.25387 3.05515 0.38225  0.33
9 H -0.89044 2.32840 -1.10247  0.31
10 H -3.08494 -0.99165 0.24319  0.29
11 H -1.99370 -0.94903 1.73677  0.26
12 C 2.45071 0.14412 0.51090  -1.34
13 N 0.26969 -2.25580 -1.20054  -0.68
14 C 0.33738 -1.21166 -0.18866  0.14
15 C 1.29393 -0.13135 -0.38558  -0.05
16 H 0.19364 -1.84009 -2.12536  0.28
17 H -0.59739 -2.77257 -1.04603  0.31
18 H 0.47427 -1.68519 0.78719  0.24
19 H 1.33668 0.30333 -1.38086  0.34
20 H 2.23337 -0.14156 1.54246  0.32
21 H 2.75268 1.19423 0.49212  0.33
22 H 3.31787 -0.45058 0.19277  0.36

Properties
Kohn-Sham gap (spin up / spin down)   0.298 / 0.220 hartree
HOMO level (spin up / spin down)   -7.1 / -5.8 eV
Spin multiplicity   1

How do the energies compare? Relative to the most stable structure, in hartree: i 0.0000; ii 0.1355.

## i
DFT (the ωB97M-V functional and the def2-TZVPD basis) results for C6H14N2 in the gas phase.

Each line ends with the Mulliken charge.
Geometry (Å):
1 N -2.68605 0.72965 1.15551  -0.58
2 C -2.04650 1.13769 -0.13372  -0.67
3 C -0.95555 0.15874 -0.65102  -0.45
4 N 0.32772 0.73817 -0.23507  -0.10
5 C 1.49160 0.34054 -1.05517  -0.91
6 C 2.08512 -1.02352 -0.60935  -0.38
7 C 1.26601 -1.23432 0.68558  -0.65
8 C 0.77153 0.14667 1.05152  -0.74
9 H -2.35871 -0.18395 1.42885  0.21
10 H -3.67879 0.69033 0.96691  0.25
11 H -2.79585 1.39822 -0.88131  0.38
12 H -1.50181 2.04173 0.09794  0.26
13 H -1.14221 -0.87376 -0.35361  0.29
14 H -1.04986 0.20029 -1.73065  0.39
15 H 1.31814 0.40740 -2.13532  0.40
16 H 2.21710 1.16122 -0.98858  0.36
17 H 1.78310 -1.77045 -1.34273  0.22
18 H 3.15468 -1.05474 -0.47507  0.33
19 H 1.78040 -1.77469 1.48313  0.44
20 H 0.51740 -2.00897 0.48989  0.24
21 H -0.07460 0.06178 1.73300  0.32
22 H 1.57713 0.71198 1.49925  0.37

Properties
Kohn-Sham gap   0.363 hartree
HOMO level   -8.8 eV
SMILES   NCCN1CCCC1
Spin multiplicity   1

## ii
DFT (the ωB97M-V functional and the def2-TZVPD basis) results for 2 unconnected molecules or ions with the total composition C6H14N2.

Each line ends with the Mulliken charge.
Geometry (Å):
1 C 0.67158 -0.43322 0.10654  0.52
2 C -0.10592 -0.63431 -0.96178  0.84
3 C 1.68615 0.73512 0.07004  -1.16
4 C 0.41604 -1.00772 1.45792  -1.02
5 C -1.46947 -1.22913 -0.73323  -1.51
6 C 0.33677 -0.41620 -2.35707  -1.40
7 N -2.17445 1.53123 1.64177  -0.56
8 N -1.16176 2.09933 1.80643  0.13
9 H 1.44634 1.49172 0.93429  0.14
10 H 1.82831 1.29655 -0.90337  0.29
11 H 2.70306 0.37572 0.13691  0.35
12 H 0.09226 -0.21323 2.25110  0.14
13 H 1.40906 -1.57919 1.80011  0.32
14 H -0.35386 -1.83987 1.35659  0.35
15 H -2.18118 -0.69832 -1.42689  0.36
16 H -1.63145 -0.90660 0.29234  0.38
17 H -1.54554 -2.21806 -0.86679  0.35
18 H -0.37750 0.18037 -2.90237  0.36
19 H 0.27856 -1.28128 -2.94195  0.40
20 H 1.36957 0.04838 -2.61070  0.26
21 H -0.43030 1.70679 2.43283  0.24
22 H -0.80627 2.99192 1.41729  0.23

Properties
Kohn-Sham gap   0.329 hartree
HOMO level   -8.2 eV
Spin multiplicity   1

## iii
DFT (the ωB97M-V functional and the def2-TZVPD basis) results for C6H14N2 in the gas phase.

Each line ends with the Mulliken charge.
Geometry (Å):
1 C 2.67947 -2.49391 0.94335  -0.84
2 C 1.97065 -1.41572 0.45128  -0.16
3 C 1.04535 -1.40569 -0.73629  -0.40
4 C 0.48119 -0.07016 -1.09991  -0.37
5 C -0.88594 0.01514 -0.50896  -0.72
6 N -1.84846 1.05449 -0.60966  -0.12
7 C -2.27095 1.91843 0.44340  -0.41
8 N -1.02980 2.38867 1.24551  -0.54
9 H 2.44183 -3.51985 0.46525  0.20
10 H 3.31455 -2.52019 1.79970  0.31
11 H 2.12505 -0.50134 0.95127  0.29
12 H 0.20696 -2.16849 -0.55035  0.35
13 H 1.60953 -1.74241 -1.66083  0.31
14 H 0.19150 0.14286 -2.20453  0.24
15 H 1.15079 0.66270 -0.80525  0.31
16 H -1.37533 -1.06171 -0.61974  0.12
17 H -0.77463 -0.12091 0.71318  0.27
18 H -2.02999 1.41726 -1.48978  0.20
19 H -3.12497 1.38335 1.11154  0.18
20 H -2.83058 2.75841 -0.08442  0.31
21 H -0.15677 1.89079 1.09105  0.25
22 H -0.88947 3.38830 1.15418  0.22

Properties
Kohn-Sham gap   0.350 hartree
HOMO level   -8.4 eV
SMILES   C=CCCCNCN
Spin multiplicity   1

How do the energies compare? Relative to the most stable structure, in hartree: i 0.0000; ii 0.1241; iii 0.0745.